1.
{
  "formula": "C5H9NO",
  "method": "the ωB97M-V functional and the def2-TZVPD basis",
  "elements": ["C", "N", "C", "C", "C", "O", "C", "H", "H", "H", "H", "H", "H", "H", "H", "H"],
  "xyz": [[1.33432, 0.19142, -1.82991], [1.13258, 0.36631, -0.38417], [1.32778, -0.92884, 0.32539], [0.01119, -0.36239, 0.08570], [-1.14410, -0.10085, 0.69563], [-1.88982, -1.13677, 1.17801], [-1.64880, 1.25240, 1.07192], [2.36248, 0.46967, -2.07794], [0.65592, 0.83591, -2.39479], [1.16615, -0.84889, -2.15811], [1.76126, -1.75516, -0.23242], [1.72053, -0.79708, 1.33311], [-1.51165, -1.92396, 0.76065], [-2.60386, 1.52559, 0.61426], [-1.79861, 1.21524, 2.16404], [-0.87535, 1.99737, 0.84863]],
  "forces_ev_per_angstrom": [[0.052, 0.076, -0.187], [0.056, 0.127, 0.040], [0.306, -0.328, 0.038], [-0.198, 0.152, 0.259], [0.334, 0.215, -0.148], [0.109, -0.092, 0.061], [-0.004, -0.026, -0.106], [-0.111, -0.030, 0.042], [0.058, -0.001, 0.167], [-0.053, 0.208, 0.090], [-0.150, 0.080, -0.057], [-0.028, -0.203, -0.141], [-0.194, -0.075, 0.274], [0.127, -0.034, 0.013], [0.006, 0.076, -0.332], [-0.309, -0.146, -0.013]],
  "e_lumo_ev": 0.87,
  "de_lowest_kj_mol": 334.4,
  "orbital_gap_ev": 8.9,
  "homo_ha": -0.2951,
  "smiles": "C/C(O)=C1/CN1C"
}

2.
{
  "formula": "C5H9NO",
  "method": "the ωB97M-V functional and the def2-TZVPD basis",
  "elements": ["O", "C", "C", "C", "C", "C", "N", "H", "H", "H", "H", "H", "H", "H", "H", "H"],
  "xyz": [[2.20533, 1.46150, 0.70499], [1.32471, 1.64858, -0.05989], [0.85228, 0.81848, -1.12836], [-0.52496, 0.28890, -0.82047], [-0.49421, -0.49683, 0.63722], [-1.69086, -2.45340, 0.26862], [-1.75961, -1.23998, 0.65930], [1.07977, 2.88015, -0.20972], [1.60053, -0.05774, -1.22351], [0.75742, 1.34640, -2.12621], [-0.85678, -0.41542, -1.53847], [-1.41256, 1.15870, -0.76674], [0.42701, -1.25729, 0.80341], [-0.30195, 0.46096, 1.25177], [-0.78954, -2.99635, 0.00717], [-2.63099, -2.96597, 0.16467]],
  "forces_ev_per_angstrom": [[0.753, -1.370, 1.465], [0.971, 6.199, -1.295], [-0.096, -2.433, -2.326], [-1.923, 0.504, 2.538], [1.446, 0.781, -1.586], [-0.603, 1.375, 0.522], [0.886, -0.122, 0.236], [-0.490, -2.637, 0.489], [-1.215, 1.216, 0.005], [0.589, -0.190, 1.271], [-0.239, -0.556, -0.915], [2.521, -2.208, 0.017], [-1.735, 1.922, -0.724], [-1.059, -2.167, 0.289], [0.440, 0.056, 0.002], [-0.247, -0.368, 0.012]],
  "e_lumo_ev": 0.80,
  "de_lowest_kj_mol": 358.2,
  "orbital_gap_ev": 10.6,
  "homo_ha": -0.3592,
  "smiles": "C=NCCCC=O"
}